C30H46AlBF2N7O2P2 | ωB97M-V/def2-TZVPD

The energy relative to the best compared isomer or geometry (same formula, charge and spin) is 5.3 kJ/mol. The electronic energy comes out at -77671.502 eV. Its charge is +1. Its orbital gap is 7.7 eV.

Element x y z (Å)
Al  -1.07936  -1.64843  0.69756
C  -1.40968  2.15284  1.52215
P  -0.72171  0.57742  2.13760
C  0.88393  1.13833  2.81345
C  -1.70373  0.30039  3.67109
C  -1.34444  -1.03864  4.33025
P  -1.72097  -2.44830  3.20645
C  -1.23453  -3.88302  4.22846
C  -3.55400  -2.54668  3.36139
H  -1.53445  2.86511  2.33898
H  -2.36812  1.97271  1.03837
H  -0.72576  2.57436  0.78335
H  0.72093  1.99743  3.46578
H  1.54008  1.43649  1.99367
H  1.37439  0.34666  3.38371
H  -2.75875  0.30883  3.37786
H  -1.54632  1.13519  4.35663
H  -1.88660  -1.17547  5.26764
H  -0.27655  -1.08206  4.56144
H  -1.81550  -3.89151  5.15114
H  -0.17187  -3.83375  4.45863
H  -1.42904  -4.80494  3.67763
H  -3.88599  -2.22498  4.34855
H  -3.86688  -3.58177  3.21578
H  -4.04784  -1.93581  2.60473
C  4.74167  -0.41642  3.51218
C  5.06685  -0.48716  2.02201
C  4.60960  0.77265  1.28769
C  4.49180  -1.74075  1.35134
N  3.05106  -1.90111  1.56956
C  2.03338  -1.53754  0.79757
N  0.92634  -1.88758  1.41994
N  1.29370  -2.48090  2.57735
N  2.56952  -2.50054  2.67478
H  5.35858  0.34610  3.98801
H  4.92624  -1.36682  4.01557
H  3.69574  -0.14465  3.67702
H  6.14962  -0.58467  1.91425
H  3.51722  0.81754  1.22474
H  5.00929  0.80955  0.27223
H  4.94509  1.66687  1.81474
H  4.96763  -2.64140  1.73237
H  4.64123  -1.68522  0.27467
H  2.07240  -0.99646  -0.14802
F  -3.57529  0.15092  0.28417
B  -3.10864  -1.10915  0.23920
F  -4.01317  -1.97307  -0.26008
C  0.97681  -3.94945  -1.33699
C  -0.35395  -4.29083  -0.76616
N  -1.04358  -3.62316  0.15015
C  -2.22885  -4.32981  0.34368
C  -2.23605  -5.42731  -0.44227
N  -1.04328  -5.38550  -1.13151
H  0.93073  -3.00744  -1.88332
H  1.31138  -4.73156  -2.01653
H  1.71716  -3.85195  -0.54487
H  -2.98903  -3.97852  1.02012
H  -2.96053  -6.21179  -0.57497
H  -0.73968  -6.05286  -1.82004
C  -1.33275  6.54863  -2.84577
C  -0.27211  5.59905  -3.34592
C  0.82253  6.10382  -4.03837
C  1.82522  5.26369  -4.49553
C  1.71556  3.90035  -4.29542
C  0.62158  3.37506  -3.61370
N  0.58936  1.96197  -3.43434
C  -0.52728  1.17471  -3.61809
C  -1.47260  1.52414  -4.59506
C  -2.59498  0.75429  -4.80334
C  -2.82364  -0.39866  -4.05039
C  -1.90775  -0.75304  -3.08621
C  -0.75620  0.01042  -2.85725
C  0.15326  -0.35882  -1.75639
O  1.33934  -0.02979  -1.71535
O  -0.38471  -1.07022  -0.80007
C  -0.36954  4.22058  -3.09743
C  -1.50767  3.69459  -2.26008
H  -1.18811  7.54017  -3.27216
H  -1.29731  6.64513  -1.75730
H  -2.33527  6.20804  -3.11143
H  0.88724  7.17102  -4.21813
H  2.67739  5.66933  -5.02688
H  2.46667  3.22021  -4.67831
H  1.32655  1.54955  -2.88444
H  -1.29399  2.41419  -5.18554
H  -3.29958  1.04082  -5.57404
H  -3.71165  -0.99590  -4.20934
H  -2.07217  -1.64162  -2.48876
H  -2.39941  3.49430  -2.86045
H  -1.78451  4.42001  -1.49523
H  -1.24170  2.76365  -1.76011

=====

C30H46BCl26F5N2O3S | ωB97M-V/def2-TZVPD

The electronic energy comes out at -391662.653 eV. Its orbital gap is 8.3 eV.

Element x y z (Å)
C  5.31664  -2.71530  0.77721
C  4.85554  -1.79985  -0.39451
O  5.00926  -0.41936  -0.08584
B  3.95134  0.36838  -0.48538
O  4.22656  1.49506  -1.25606
C  2.43568  0.11720  -0.12807
C  1.97103  -0.38342  1.03495
C  2.95571  -0.70741  2.13449
C  2.95665  0.45424  3.15221
O  3.96298  0.83231  3.70449
C  0.56119  -0.62276  1.28017
C  0.14222  -1.24537  2.62167
C  -0.52200  -2.63326  2.33979
C  -0.15501  -3.70560  3.40620
C  -1.34575  -4.60095  3.67535
F  -1.11037  -5.33224  4.80294
F  -2.49166  -3.91439  3.92123
C  -1.66335  -5.62571  2.54458
F  -0.57377  -6.12445  1.96299
F  -2.31853  -6.65860  3.10772
F  -2.47100  -5.13212  1.60515
C  -0.38551  -0.31292  0.35841
C  -1.89269  -0.49166  0.48697
C  -2.53127  0.08161  1.77523
C  0.07561  0.21886  -0.88632
N  -0.69768  0.54033  -1.89824
S  0.26631  1.06888  -3.08541
N  1.67935  0.89486  -2.34544
C  1.47749  0.41528  -1.13462
H  6.29583  -3.12459  0.49922
H  5.47427  -2.11982  1.68173
H  4.59878  -3.52634  0.93504
H  3.82174  -2.09310  -0.62803
H  5.45279  -2.07958  -1.27175
H  4.59246  1.17665  -2.09570
H  2.70883  -1.61485  2.69702
H  3.98862  -0.79977  1.80143
H  2.00498  0.99473  3.36680
H  -0.53750  -0.58319  3.16261
H  0.99870  -1.41477  3.27630
H  -1.59147  -2.54688  2.15847
H  -0.07715  -2.96805  1.39321
H  0.24204  -3.28089  4.33295
H  0.63218  -4.33866  2.98196
H  -2.34618  0.04794  -0.35137
H  -2.14696  -1.54380  0.30756
H  -3.51397  0.52643  1.59560
H  -1.88872  0.82136  2.26345
H  -2.67938  -0.72019  2.51133
C  2.94932  4.14720  0.19740
Cl  1.70359  3.30914  1.13068
Cl  2.23885  5.37833  -0.85985
H  3.63647  4.63151  0.88248
H  3.47762  3.42364  -0.41656
C  -1.14975  -2.22569  -5.25935
Cl  -0.18849  -1.68659  -3.87617
Cl  -0.60326  -1.46997  -6.76110
H  -1.05695  -3.30181  -5.35476
H  -2.18573  -1.95443  -5.08849
C  -0.20063  8.07715  -0.13807
Cl  -1.44120  7.23243  0.79383
Cl  -0.90956  9.30551  -1.19607
H  0.48658  8.55923  0.54798
H  0.32965  7.35491  -0.74780
C  3.58111  -5.59149  3.49564
Cl  3.03986  -4.13185  2.64362
Cl  4.28569  -6.77006  2.38171
H  4.33162  -5.29585  4.22989
H  2.72961  -6.04254  3.98930
C  0.84111  4.84958  -5.19845
Cl  0.43277  4.47343  -6.87835
Cl  1.24324  3.39099  -4.28529
H  1.69532  5.51795  -5.18730
H  -0.01250  5.32968  -4.73228
C  -2.54172  3.87153  -2.88372
Cl  -2.07605  2.50967  -3.90752
Cl  -4.29653  3.98609  -2.71188
H  -2.10165  3.73469  -1.90069
H  -2.17405  4.78828  -3.33181
C  -7.07900  5.49246  -4.50451
Cl  -7.92664  4.15686  -3.71302
Cl  -7.91517  7.03096  -4.25544
H  -6.07960  5.56748  -4.09229
H  -7.02769  5.29101  -5.56872
C  3.98605  -3.66796  7.01889
Cl  2.26169  -3.91829  6.71770
Cl  4.97380  -4.91700  6.24337
H  4.28045  -2.70313  6.62078
H  4.15596  -3.69641  8.08917
C  -4.37438  -2.66897  6.14995
Cl  -6.00161  -1.98591  6.05571
Cl  -3.13464  -1.41082  6.05307
H  -4.26788  -3.18978  7.09488
H  -4.23624  -3.35842  5.32682
C  6.43924  3.30708  -3.82734
Cl  5.28032  4.03471  -2.71406
Cl  5.86116  1.74581  -4.43156
H  6.58531  3.97482  -4.66887
H  7.37723  3.15361  -3.30554
C  -11.82217  2.76917  -2.68586
Cl  -12.46738  3.35840  -1.14981
Cl  -10.12158  2.31194  -2.54662
H  -12.39260  1.90022  -2.99387
H  -11.91111  3.55594  -3.42699
C  -0.05329  4.77263  -10.56343
Cl  -1.79055  4.58618  -10.83015
Cl  0.87616  3.57332  -11.46946
H  0.24559  5.76348  -10.88639
H  0.15181  4.64635  -9.50671
C  -0.02807  -7.95339  5.82991
Cl  -0.37640  -8.58425  4.21842
Cl  1.60836  -7.28685  5.92657
H  -0.73822  -7.16673  6.05927
H  -0.11807  -8.75943  6.54943